Entry 1:
Formula: C22H45N5O6S
Source: the Open Molecules 2025 dataset
Level of theory: the ωB97M-V functional and the def2-TZVPD basis

Geometry as ORCA input:
```
! RIJCOSX wB97M-V def2-TZVPD def2/J DEFGRID3
* xyz 0 1
S -3.576 -1.625 0.426
O -0.469 -1.545 -3.598
O 5.464 1.000 0.820
O -0.089 -3.290 -0.691
O -6.326 -2.230 4.424
O 1.214 2.944 0.125
O -2.785 1.195 0.184
N 1.050 3.060 -4.092
N 1.689 0.906 -5.137
N -3.465 -1.649 4.166
N 1.570 1.213 -2.769
N 4.554 -0.448 -1.557
C -1.175 -0.906 -2.845
C -2.026 -1.623 -1.842
C -1.138 0.580 -2.885
C -5.800 -0.946 4.706
C -2.131 -3.110 -1.997
C -1.443 2.779 -1.736
C 5.877 0.174 -1.478
C -2.604 -0.902 -0.879
C -4.060 -1.454 6.521
C -0.105 2.582 0.480
C -4.322 -0.935 5.112
C -6.812 -2.949 5.537
C 6.927 -0.909 -1.268
C 2.145 2.135 0.805
C -1.117 3.350 -0.349
C -2.375 0.582 -0.774
C -0.510 1.175 -4.122
C 5.939 1.323 -0.469
C 0.991 1.596 -4.050
C -0.794 -3.839 -1.804
C -1.605 1.286 -1.849
C 6.405 0.410 1.694
H 5.286 2.125 -0.827
H -2.383 3.240 -2.071
H 6.959 1.726 -0.405
H -4.768 -1.037 7.240
H -4.020 0.118 5.082
H -0.233 1.493 0.358
H -2.505 -3.341 -3.000
H -2.030 3.430 0.238
H -3.051 -1.188 6.832
H -6.413 -0.454 5.474
H -3.829 -2.593 4.060
H 1.228 1.075 -6.027
H 4.294 -0.793 -0.637
H -0.195 -3.772 -2.712
H 0.765 3.382 -5.013
H -7.546 -3.664 5.167
H -0.665 3.083 -2.436
H -1.001 -4.894 -1.602
H -0.264 2.804 1.545
H 2.637 1.264 -5.215
H 1.680 0.201 -2.764
H 6.986 -1.546 -2.149
H -4.756 -1.478 -0.190
H 7.912 -0.477 -1.082
H 6.669 -1.548 -0.422
H 6.458 -0.675 1.578
H 6.087 0.636 2.711
H -0.726 4.363 -0.487
H 1.910 2.080 1.877
H 7.405 0.828 1.536
H -5.904 -0.379 3.778
H 2.003 3.384 -3.949
H 2.503 1.609 -2.696
H 2.150 1.113 0.399
H -7.301 -2.281 6.255
H 6.066 0.638 -2.454
H -4.135 -2.542 6.559
H 3.862 0.263 -1.769
H -6.023 -3.498 6.057
H -3.555 -1.227 3.246
H -1.090 2.058 -4.400
H -2.858 -3.476 -1.273
H 0.770 -2.983 -0.991
H -0.610 0.434 -4.916
H 3.136 2.572 0.685
*
```

Structure (SMILES): COCCCC1=C(CC(N)(N)N)C(=O)C(CCO)=C(S)C1=O.COC[C@@H](C)N.COC[C@@H](C)N
E_tot, eV: -54112.31719

Entry 2:
Formula: C15H5Cl5F9NNiO4
Source: the Open Molecules 2025 dataset
Level of theory: the ωB97M-V functional and the def2-TZVPD basis

Geometry as ORCA input:
```
! RIJCOSX wB97M-V def2-TZVPD def2/J DEFGRID3
* xyz -2 3
Ni 0.573 -0.039 -1.139
Cl -0.565 -4.037 -3.412
Cl 3.118 3.778 3.639
Cl -0.057 -2.551 -5.860
Cl 4.592 -0.865 1.513
Cl 2.174 -3.318 -4.160
F -1.358 -0.237 2.495
F -2.696 0.879 1.196
F -4.190 -1.886 0.148
F -0.607 -2.634 1.836
F -3.543 -0.186 -1.017
F -1.315 -3.524 -0.015
F -3.398 -0.892 2.216
F -2.696 -3.132 1.600
F -2.915 -2.191 -1.569
O -0.089 -0.391 -3.898
O 0.700 -1.505 -2.084
O 2.058 -0.470 -0.249
O -0.825 -0.713 -0.280
N 0.449 1.492 -0.146
C -0.436 2.507 -0.135
C 3.656 1.461 2.419
C 0.715 3.637 1.600
C 0.345 -1.427 -3.305
C 1.473 1.529 0.707
C -1.630 -2.611 0.941
C -2.329 -0.380 1.554
C -3.117 -1.370 -0.504
C -1.894 -1.229 0.378
C 2.780 2.534 2.479
C 0.463 -2.750 -4.146
C 3.427 0.434 1.501
C -0.351 3.594 0.710
C 2.323 0.435 0.611
C 1.667 2.592 1.622
H 0.514 0.779 -2.417
H -1.091 4.383 0.676
H 0.801 4.484 2.274
H -1.241 2.409 -0.855
H 4.516 1.413 3.078
*
```

⟨S²⟩: 2.06
E_tot, eV: -153429.61182

Entry 3:
Formula: C29H47N2O2P2Ti
Source: the Open Molecules 2025 dataset
Level of theory: the ωB97M-V functional and the def2-TZVPD basis

Geometry as ORCA input:
```
! RIJCOSX wB97M-V def2-TZVPD def2/J DEFGRID3
* xyz 1 1
Ti -0.061 -0.362 -0.463
P 2.497 -0.266 -0.032
P -2.194 -0.194 -1.850
O 1.478 -1.029 -4.240
O -0.341 1.132 -7.150
N -0.863 -0.155 1.379
N 0.338 1.493 -1.346
C 0.269 -3.198 -0.974
C 0.814 -5.666 0.258
C -3.888 -0.034 -1.112
C -0.373 3.421 -2.602
C 0.624 2.639 3.385
C 1.549 2.870 4.554
C 1.615 3.534 -1.242
C 0.090 3.733 2.692
C -0.637 2.108 -2.141
C -0.239 -2.264 2.502
C -1.362 4.743 0.897
C -1.202 2.256 1.303
C -2.470 -2.026 1.460
C -1.374 -1.287 2.213
C 3.788 -0.580 -1.258
C 1.404 2.206 -0.905
C 1.861 -4.790 -0.034
C 3.056 -0.951 1.539
C -1.827 1.421 -2.454
C 0.267 1.347 2.996
C -2.489 -1.331 -3.271
C -0.761 -4.137 -0.785
C 1.581 -3.615 -0.735
C -1.975 -0.765 3.537
C -0.497 -5.362 -0.138
C -0.804 3.552 1.631
C 0.711 4.132 -2.118
C 2.336 1.560 0.102
C -0.621 1.131 1.920
H -3.277 -1.344 1.184
H 0.126 -2.699 1.564
H -0.613 -3.088 3.123
H -3.047 -0.809 -4.067
H 0.381 4.753 2.977
H -1.519 -1.665 -3.675
H 4.649 0.080 -1.057
H -2.156 5.247 1.478
H 2.404 -2.972 -1.041
H 2.041 1.934 4.851
H -1.114 3.866 -3.277
H 4.127 -1.627 -1.207
H 0.115 -2.104 -1.315
H -2.063 -2.495 0.565
H -4.590 0.449 -1.814
H -2.881 -2.825 2.092
H 3.351 1.941 -0.082
H -1.988 2.091 0.562
H -4.273 -1.028 -0.834
H 2.331 3.611 4.313
H -2.771 -0.026 3.347
H 0.543 1.073 -6.705
H -3.820 0.586 -0.206
H 1.727 -1.955 -4.076
H -1.791 4.446 -0.070
H 1.609 -0.671 -3.346
H 1.144 -1.301 0.225
H -1.785 -3.916 -1.101
H -2.436 -1.597 4.100
H 2.820 -2.027 1.545
H -2.544 1.960 -3.081
H -1.218 -0.312 4.197
H 4.136 -0.796 1.632
H 0.603 -1.788 3.025
H -0.576 5.491 0.701
H 0.700 0.497 3.524
H 2.891 -5.005 0.264
H 3.438 -0.367 -2.280
H 2.508 -0.472 2.361
H 2.089 1.812 1.154
H 1.001 3.255 5.432
H 0.873 5.163 -2.420
H -1.307 -6.079 0.053
H 2.489 4.051 -0.834
H -0.598 0.204 -7.147
H 1.032 -6.585 0.799
H -3.059 -2.222 -2.952
*
```

E_tot, eV: -79596.92342

Entry 4:
Formula: C5H11NO
Source: the Open Molecules 2025 dataset
Level of theory: the ωB97M-V functional and the def2-TZVPD basis

Geometry as ORCA input:
```
! RIJCOSX wB97M-V def2-TZVPD def2/J DEFGRID3
* xyz 0 1
O 1.107 -0.525 -1.823
N -0.310 -0.225 -0.087
C 2.048 -0.637 0.366
C -1.696 1.131 1.574
C 0.916 -0.517 -0.613
C -1.367 -0.002 -1.071
C -0.361 0.454 1.236
H 1.697 -1.104 1.278
H -2.417 1.231 0.759
H 2.477 0.338 0.602
H -0.186 -0.235 2.068
H 0.471 1.135 1.245
H -1.415 1.033 -1.419
H 2.772 -1.385 0.040
H -2.193 0.538 2.334
H -1.541 2.177 1.781
H -2.334 -0.249 -0.636
H -1.181 -0.706 -1.865
*
```

Structure (SMILES): CCN(C)C(C)=O
E_tot, eV: -8900.65695

Entry 5:
Formula: C7H15NO2
Source: the Open Molecules 2025 dataset
Level of theory: the ωB97M-V functional and the def2-TZVPD basis

Geometry as ORCA input:
```
! RIJCOSX wB97M-V def2-TZVPD def2/J DEFGRID3
* xyz 0 1
O -1.627 -0.532 1.383
O -1.530 -0.694 -1.080
N 0.207 0.736 0.276
C 1.499 -1.085 1.568
C 1.318 -0.502 0.189
C -2.488 1.277 0.075
C 0.436 1.818 -0.685
C -1.514 0.170 0.402
C 2.326 -0.397 -0.692
C -0.820 -1.821 -0.949
H -0.633 -2.346 -1.895
H 1.495 2.077 -0.715
H 0.356 1.070 1.222
H 0.281 -1.492 -0.529
H -2.386 2.077 0.811
H 2.119 -1.978 1.506
H 1.983 -0.370 2.237
H -0.113 2.709 -0.384
H 2.206 0.022 -1.678
H 0.530 -1.339 1.993
H -2.340 1.651 -0.934
H 3.245 -0.932 -0.504
H 0.102 1.474 -1.661
H -1.157 -2.458 -0.122
H -3.493 0.863 0.165
*
```

Structure (SMILES): C=C(C)[N@@H+](C)[C@](C)([O-])OC
E_tot, eV: -13083.44439

Entry 6:
Formula: C21H24ClN5O2
Source: the Open Molecules 2025 dataset
Level of theory: the ωB97M-V functional and the def2-TZVPD basis

Geometry as ORCA input:
```
! RIJCOSX wB97M-V def2-TZVPD def2/J DEFGRID3
* xyz 0 1
Cl 3.861 2.478 0.682
O -5.879 -1.138 -0.122
O 6.981 -2.768 0.179
N -1.829 -0.633 -0.162
N -0.101 5.106 1.015
N -0.275 3.383 -0.211
N -0.352 1.042 -1.297
N 1.697 3.844 0.687
C 1.699 0.626 -0.922
C 2.174 2.850 0.461
C 1.562 1.945 -0.376
C -2.482 0.099 -0.814
C 0.544 0.407 -1.868
C 2.982 -0.317 -1.175
C -1.856 1.119 -1.537
C -3.976 0.290 -0.797
C 5.817 -0.861 0.999
C 4.070 -0.536 -1.252
C 0.412 4.119 0.647
C 0.161 2.119 -0.532
C -4.580 -0.942 0.065
C -4.837 1.096 -1.783
C -4.479 -2.701 1.711
C -2.385 -1.540 0.570
C 5.221 -1.426 -1.135
C 4.657 -2.973 0.581
C -6.470 -0.262 1.177
C 5.642 -2.012 0.008
C -3.830 -1.844 0.953
H -6.018 -0.530 2.041
H -4.601 1.853 -1.472
H -1.155 5.418 0.937
H -4.416 0.918 -2.845
H -3.699 -3.614 1.618
H 6.525 -0.097 0.885
H -6.272 0.782 0.997
H -5.760 0.807 -1.591
H 4.724 -0.223 1.366
H -5.153 -2.968 1.203
H 5.296 -2.241 -1.907
H 6.073 -1.263 2.402
H -1.834 0.783 -2.678
H 7.471 -1.982 0.115
H 0.668 5.682 1.640
H -4.406 -2.360 2.640
H 6.094 -0.577 -1.607
H -7.436 -0.456 0.991
H 4.848 -3.481 1.541
H 3.686 -2.346 0.639
H -2.058 2.006 -1.453
H 4.584 -3.961 -0.175
H 0.361 -0.613 -2.198
H -1.670 -2.105 1.156
*
```

E_tot, eV: -46211.18045

Entry 7:
Formula: C39H36AlCl2NP2
Source: the Open Molecules 2025 dataset
Level of theory: the ωB97M-V functional and the def2-TZVPD basis

Geometry as ORCA input:
```
! RIJCOSX wB97M-V def2-TZVPD def2/J DEFGRID3
* xyz 2 1
Cl -1.638 -1.419 -2.105
Cl -3.773 0.659 -2.045
P -0.599 -1.877 1.072
P 0.568 1.553 1.134
Al 0.198 -0.210 -0.601
N 0.109 1.136 -2.056
C -0.424 -0.127 3.291
C -1.373 4.954 -0.023
C 1.239 1.766 -4.049
C 0.477 1.038 2.897
C -0.476 -4.249 -0.367
C -5.124 -2.103 1.741
C -4.552 -0.942 1.238
C -2.967 -3.167 1.780
C 2.433 3.484 1.790
C -1.969 2.659 1.417
C 1.060 -4.091 1.483
C -2.660 4.749 0.454
C 2.546 -2.052 -1.207
C -3.186 -0.896 1.004
C -0.767 2.134 -2.247
C 0.040 -5.493 -0.686
C 3.179 1.842 0.188
C -0.696 2.981 -3.327
C 2.176 2.360 0.999
C 3.678 4.087 1.753
C 4.674 3.572 0.930
C 0.331 2.792 -4.242
C -3.410 -1.016 -2.334
C 1.069 -6.035 0.071
C 1.573 -5.338 1.158
C 4.425 2.453 0.152
C 0.034 -3.534 0.719
C -2.956 3.602 1.178
C 1.112 0.928 -2.948
C 3.633 -2.366 -2.011
C 2.007 -0.217 -2.661
C 3.904 -1.609 -3.142
C -0.675 2.855 0.931
C 0.043 -1.471 2.738
C 3.093 -0.533 -3.473
C 1.720 -0.973 -1.510
C -2.386 -2.004 1.276
C -0.384 4.010 0.207
C -4.333 -3.213 2.008
H -3.429 5.489 0.273
H -3.953 3.450 1.571
H -2.357 -4.038 1.989
H -0.287 -2.281 3.393
H 1.660 3.898 2.427
H -3.599 -1.279 -3.366
H 3.321 0.039 -4.362
H -0.397 -0.187 4.380
H -2.216 1.782 2.007
H -4.783 -4.117 2.397
H -3.924 -1.649 -1.621
H 3.874 4.957 2.365
H 0.423 3.440 -5.104
H 3.010 0.958 -0.409
H 2.363 -5.767 1.760
H 0.200 1.934 3.458
H 5.647 4.044 0.904
H -1.293 -3.851 -0.950
H -1.539 2.246 -1.498
H 1.471 -7.008 -0.182
H 1.135 -1.508 2.713
H -1.471 0.055 3.039
H -0.365 -6.045 -1.524
H 1.467 -3.572 2.339
H -6.189 -2.144 1.926
H -5.168 -0.079 1.022
H 4.268 -3.206 -1.759
H -1.426 3.769 -3.443
H -1.134 5.858 -0.569
H 2.039 1.613 -4.756
H 1.509 0.810 3.173
H -2.749 0.012 0.594
H 4.748 -1.857 -3.771
H 2.351 -2.670 -0.335
H 5.204 2.046 -0.481
H 0.615 4.179 -0.174
*
```

E_tot, eV: -92727.20174

Entry 8:
Formula: C3H7IN2S
Source: the Open Molecules 2025 dataset
Level of theory: the ωB97M-V functional and the def2-TZVPD basis

Geometry as ORCA input:
```
! RIJCOSX wB97M-V def2-TZVPD def2/J DEFGRID3
* xyz 0 1
I 3.625 -2.707 0.630
S -0.407 -1.408 -0.308
N 2.274 -1.057 -0.275
N 0.534 1.464 -0.973
C 1.119 -0.975 0.387
C -1.569 -0.643 0.748
C 1.246 1.299 -0.029
H -2.210 -1.138 1.443
H -0.982 0.193 1.228
H 1.061 -1.074 1.511
H 0.373 2.350 -1.479
H 2.026 -1.236 -1.212
H 1.934 1.889 0.503
H -2.152 -0.058 0.017
*
```

E_tot, eV: -25135.82010

> Number 7 is which compound?

C39H36AlCl2NP2